# BrClHOP

A single BrClHOP molecule (the ωB97M-V functional and the def2-TZVPD basis, the OMol25 dataset).

Computed properties:
HOMO level = -0.3732 Eh
ΔE to the lowest compared entry with this formula, charge and spin = 3.5 kcal/mol
Structure (SMILES) = OP(Cl)Br
M = 163.338 g mol⁻¹
Electronic energy = -3451.45921 Eh

Structure (ORCA input):
```
! wB97M-V def2-TZVPD RIJCOSX def2/J DEFGRID3
* xyz 0 1
O -0.0973 -0.9826 -0.5678
P -0.4481 0.6447 0.0084
Cl -0.0188 0.4566 1.9613
Br 1.4978 1.3360 -0.7688
H -0.9336 -1.4547 -0.6330
*
```